1.
The following is a DFT calculation (ωB97M-V/def2-TZVPD) of a molecular structure, C34H54CoN2O2S3Sb.

The geometry in ORCA input format:
```
! wB97M-V def2-TZVPD RIJCOSX def2/J DEFGRID3
* xyz -2 1
Co 0.58 -0.35 0.68
C 1.16 0.10 3.65
N 0.10 -0.38 2.74
C -0.31 -1.70 3.23
C -1.05 0.53 2.81
C -0.84 1.73 1.91
N -0.69 1.28 0.52
C -2.03 0.95 -0.05
C -2.10 -0.13 -1.08
C -2.60 0.08 -2.34
C -2.77 -0.98 -3.23
C -2.49 -2.25 -2.75
C -1.98 -2.52 -1.47
C -1.69 -1.41 -0.65
O -1.07 -1.49 0.50
C -1.70 -3.98 -1.07
C -0.33 -4.42 -1.60
C -1.72 -4.20 0.45
C -2.78 -4.91 -1.65
C -3.24 -0.71 -4.66
C -4.62 -0.03 -4.64
C -2.23 0.23 -5.35
C -3.34 -1.98 -5.50
C -0.07 2.35 -0.28
C 0.23 1.97 -1.70
C 0.05 2.95 -2.67
C 0.42 2.77 -3.99
C 1.02 1.55 -4.30
C 1.21 0.53 -3.38
C 0.75 0.70 -2.04
O 0.80 -0.31 -1.22
C 1.91 -0.77 -3.78
C 2.43 -0.72 -5.23
C 0.96 -1.96 -3.67
C 3.13 -1.00 -2.87
C 0.21 3.89 -5.02
C 1.05 5.11 -4.63
C 0.62 3.46 -6.43
C -1.27 4.29 -5.06
H 0.78 0.05 4.68
H 1.46 1.11 3.41
H 2.05 -0.53 3.56
H -0.71 -1.60 4.25
H 0.56 -2.35 3.24
H -1.06 -2.12 2.56
H -1.21 0.86 3.85
H -1.93 -0.03 2.50
H 0.09 2.24 2.19
H -1.67 2.45 2.00
H -2.47 1.88 -0.44
H -2.65 0.63 0.79
H -2.83 1.10 -2.65
H -2.63 -3.10 -3.41
H 0.46 -3.80 -1.15
H -0.28 -4.32 -2.68
H -0.15 -5.46 -1.33
H -0.85 -3.74 0.93
H -1.70 -5.28 0.65
H -2.62 -3.78 0.91
H -2.77 -4.94 -2.74
H -3.78 -4.59 -1.33
H -2.61 -5.93 -1.30
H -4.59 0.90 -4.08
H -5.35 -0.69 -4.17
H -4.95 0.19 -5.66
H -2.11 1.16 -4.79
H -2.56 0.47 -6.37
H -1.25 -0.24 -5.40
H -4.07 -2.68 -5.08
H -2.38 -2.50 -5.55
H -3.65 -1.73 -6.51
H 0.86 2.62 0.22
H -0.73 3.23 -0.26
H -0.38 3.90 -2.35
H 1.35 1.38 -5.31
H 1.62 -0.61 -5.95
H 2.94 -1.67 -5.44
H 3.14 0.09 -5.38
H 0.12 -1.86 -4.37
H 0.55 -2.03 -2.66
H 1.49 -2.89 -3.90
H 3.82 -0.16 -2.92
H 3.66 -1.91 -3.18
H 2.81 -1.13 -1.83
H 2.11 4.86 -4.60
H 0.77 5.48 -3.64
H 0.90 5.93 -5.34
H 1.68 3.20 -6.48
H 0.44 4.28 -7.13
H 0.04 2.60 -6.76
H -1.62 4.61 -4.08
H -1.89 3.45 -5.37
H -1.43 5.11 -5.77
S 4.56 -1.22 3.38
Sb 3.96 -1.00 1.14
S 1.86 -2.21 0.85
S 2.44 0.93 0.94
*
```

Summary:
LUMO in eV: 4.05
Orbital gap in eV: 4.940
Maximum force in eV/Å: 0.06

Atom charges from the Löwdin analysis, given in e for atoms 1 to 6: Co 0.030; C -0.158; N -0.310; C -0.117; C -0.185; C -0.174

2.
The following is a DFT calculation (ωB97M-V/def2-TZVPD) of 10 unconnected molecules or ions with the total composition C34H56Br4O24.

The geometry in ORCA input format:
```
! wB97M-V def2-TZVPD RIJCOSX def2/J DEFGRID3
* xyz 0 1
C 3.23 -8.81 -22.57
C 2.64 -9.93 -23.47
C 1.27 -9.52 -23.96
O 1.53 -9.04 -25.25
C 2.70 -9.42 -25.61
O 3.18 -9.26 -26.70
O 3.39 -10.04 -24.65
H 3.05 -9.19 -21.57
H 2.64 -7.90 -22.68
H 4.29 -8.58 -22.72
H 2.53 -10.83 -22.88
H 0.87 -8.73 -23.32
H 0.59 -10.36 -24.04
C 6.60 -13.46 -17.22
C 5.29 -13.36 -18.07
C 4.67 -12.00 -18.39
O 4.69 -11.86 -19.82
C 5.00 -13.01 -20.37
O 5.28 -13.24 -21.52
O 5.38 -13.94 -19.38
H 6.40 -13.31 -16.16
H 7.28 -12.69 -17.56
H 6.99 -14.47 -17.33
H 4.46 -13.98 -17.72
H 5.37 -11.26 -18.01
H 3.73 -11.82 -17.87
C 12.20 -8.22 -15.34
C 11.21 -9.06 -16.25
C 9.81 -8.44 -16.28
O 9.39 -8.32 -17.63
C 10.56 -8.39 -18.40
O 10.73 -8.05 -19.56
O 11.64 -8.80 -17.63
H 13.22 -8.56 -15.17
H 11.88 -8.32 -14.31
H 12.29 -7.16 -15.55
H 11.26 -10.13 -16.09
H 9.90 -7.46 -15.82
H 9.13 -9.17 -15.82
C 10.95 -11.24 -20.95
C 11.46 -10.19 -21.95
C 12.88 -9.71 -21.77
O 13.56 -9.93 -22.97
C 12.85 -10.79 -23.66
O 13.28 -11.45 -24.66
O 11.54 -10.90 -23.18
H 11.28 -12.27 -21.05
H 9.87 -11.36 -20.93
H 11.18 -10.85 -19.96
H 10.76 -9.36 -21.98
H 13.29 -10.32 -20.97
H 12.88 -8.68 -21.41
C 7.58 -6.47 -24.45
C 9.10 -6.30 -24.63
C 9.94 -7.46 -24.29
O 10.87 -7.55 -25.39
C 10.48 -6.77 -26.41
O 11.11 -6.64 -27.42
O 9.42 -6.00 -25.95
H 7.16 -5.47 -24.58
H 7.32 -6.96 -23.51
H 7.11 -7.19 -25.12
H 9.44 -5.50 -23.97
H 9.32 -8.36 -24.31
H 10.50 -7.17 -23.40
C 13.96 -13.73 -16.20
C 12.59 -13.88 -16.82
C 11.60 -14.70 -16.02
O 10.35 -14.03 -16.32
C 10.61 -12.77 -16.79
O 9.80 -11.96 -17.10
O 12.01 -12.57 -16.81
H 13.87 -13.34 -15.19
H 14.64 -13.03 -16.70
H 14.59 -14.62 -16.16
H 12.60 -14.19 -17.86
H 11.79 -14.75 -14.95
H 11.63 -15.67 -16.50
Br 6.61 -9.51 -27.38
C 7.31 -11.16 -28.34
C 6.75 -12.45 -27.82
Br 6.93 -13.93 -29.24
H 8.39 -11.13 -28.27
H 6.92 -11.01 -29.35
H 5.71 -12.16 -27.67
H 7.20 -12.78 -26.89
Br 8.13 -4.99 -21.22
C 7.36 -6.18 -19.91
C 7.43 -5.63 -18.49
Br 6.32 -3.89 -18.51
H 7.98 -7.06 -20.03
H 6.33 -6.32 -20.24
H 8.45 -5.42 -18.17
H 6.95 -6.30 -17.78
C 7.57 -10.00 -19.44
O 6.82 -10.21 -20.67
C 7.21 -9.71 -21.87
O 8.18 -8.97 -22.05
O 6.36 -10.24 -22.78
C 6.55 -10.01 -24.17
H 6.93 -9.57 -18.67
H 8.20 -9.12 -19.56
H 8.04 -10.86 -18.97
H 5.93 -10.88 -24.41
H 7.57 -10.07 -24.54
H 6.21 -9.03 -24.50
C 4.64 -13.37 -25.20
O 3.51 -13.72 -24.45
C 2.32 -13.17 -24.73
O 1.96 -12.65 -25.83
O 1.46 -13.15 -23.65
C 1.77 -13.77 -22.37
H 4.93 -12.32 -25.21
H 4.67 -13.91 -26.15
H 5.32 -13.92 -24.55
H 0.87 -14.21 -21.95
H 2.19 -12.99 -21.74
H 2.53 -14.51 -22.60
*
```

Summary:
LUMO in eV: -0.21
Orbital gap in eV: 9.671
Maximum force in eV/Å: 6.34

Atom charges from the Löwdin analysis, given in e for atoms 1 to 6: C 0.011; C -0.305; C -0.090; O 0.136; C -0.634; O 0.123